Computed, not measured: a structure of composition C17H30N4OOsP2, with wB97M-V/def2-TZVPD.

XYZ file:
```
55
Properties=species:S:1:pos:R:3:lowdin_charge:R:1
Os 0.05143 -0.10686 0.12859 1.055
P 2.19889 -0.42015 -0.88050 0.736
P -2.18604 0.51715 1.18433 0.734
N -0.68770 0.03050 -1.52552 -0.239
H -0.03352 -1.61120 0.57442 0.014
C 2.95142 -2.11542 -1.06677 -0.246
H 3.93400 -2.12159 -1.56919 0.055
H 2.27049 -2.73672 -1.66190 0.044
H 3.07542 -2.59499 -0.08814 0.029
C 3.64890 0.49131 -0.15380 -0.248
H 4.60715 0.25905 -0.64750 0.054
H 3.75997 0.27163 0.91463 0.029
H 3.47193 1.56882 -0.25461 0.049
C 2.33396 0.15325 -2.63508 -0.269
H 3.34368 0.03136 -3.05872 0.053
H 2.06446 1.21460 -2.68147 0.043
H 1.62796 -0.41248 -3.25387 0.035
C -3.16962 -0.88294 1.85684 -0.217
H -4.08908 -0.53968 2.30961 0.048
H -2.65314 -1.43695 2.65618 0.040
H -3.32707 -1.61024 1.05666 0.055
C -2.03870 1.66152 2.59868 -0.199
H -3.01944 1.79290 3.06377 0.061
H -1.65187 2.62406 2.26461 0.053
H -1.36254 1.29001 3.37418 0.024
C -3.33733 1.33219 0.05945 -0.273
H -4.26087 1.54578 0.60575 0.049
H -3.53199 0.66507 -0.78389 0.040
H -2.87942 2.25915 -0.29603 0.043
C -1.21900 0.18731 -2.79437 -0.376
C -2.18060 -0.72763 -4.89713 -0.103
C -1.66046 -0.91430 -3.62352 -0.044
C -1.36751 1.48779 -3.40302 -0.053
C -1.89211 1.66357 -4.67610 -0.101
C -2.30485 0.56062 -5.43968 -0.097
H -2.50400 -1.59509 -5.49775 0.109
H -1.56386 -1.92107 -3.19262 0.107
H -1.03701 2.34599 -2.80268 0.104
H -1.98827 2.67674 -5.09730 0.108
H -2.71606 0.70375 -6.43985 0.100
C 1.59311 -0.23813 2.83218 -0.598
O 1.25272 0.53627 1.86870 -0.308
C 2.11713 -1.62114 2.58771 -0.073
H 2.25152 -2.20060 3.51392 0.093
H 3.09113 -1.58428 2.07881 0.062
H 1.41574 -2.15405 1.94357 0.038
C 1.86357 0.37510 4.18503 -0.047
H 1.39884 -0.19664 4.98524 0.051
H 1.47923 1.39050 4.20142 0.083
H 2.93372 0.38187 4.41051 0.079
N -0.80403 -0.81308 2.13074 -0.251
C -0.58109 -0.86549 3.34746 -0.393
N -0.86075 -1.08859 4.53175 0.118
C -0.91102 -0.13628 5.50480 -0.373
N -0.93306 0.66094 6.34316 0.113
```

The LUMO energy (alpha / beta) is 0.05 / -2.28 eV. Its expectation value of S² is 6.063. The energy relative to the best compared isomer or geometry (same formula, charge and spin) comes out at 96.7 kJ/mol. As for the HOMO energy (alpha / beta): -0.193 / -0.294 Eh. The calculation puts the total energy at -1733.15084 Eh. The multiplicity is 5. For the frontier orbital gap (alpha / beta), the calculation gives 5.3 / 5.7 eV.



Computed, not measured: a structure of composition C17H31AlBBr4ClMg2NO7, with wB97M-V/def2-TZVPD.

XYZ file:
```
65
Properties=species:S:1:pos:R:3:lowdin_charge:R:1
C -3.30971 -1.97956 1.34509 -0.113
C -4.21316 -1.35425 0.16619 -0.163
B -5.13982 -0.20069 0.82735 -0.346
O -6.19953 -0.64165 1.73046 0.073
C -5.02859 1.40082 0.56411 0.058
C -3.96560 2.23092 0.08875 0.025
C -2.50949 1.73864 -0.33440 -0.095
O -1.43334 2.36440 0.42435 -0.238
C -0.65197 1.39598 1.14888 -0.343
C -4.58762 3.72236 0.12700 -0.343
O -3.87582 4.73360 -0.10615 0.114
O -5.99723 3.70279 0.39977 -0.377
C -6.25492 2.37332 0.89818 -0.461
O -7.32513 2.17164 1.52900 -0.101
H -2.80649 -1.12140 1.93963 0.063
H -4.04878 -2.46000 2.09857 0.100
H -2.57904 -2.79214 1.01574 0.077
H -4.93631 -2.19860 -0.17021 0.132
H -3.64028 -1.04325 -0.77285 0.089
H -5.99720 -0.15359 2.57136 0.087
H -2.40695 0.60219 -0.29785 0.113
H -2.35749 2.07910 -1.43315 0.171
H -0.46635 0.40900 0.59866 0.104
H 0.39939 1.82242 1.40787 -0.085
H -1.21044 1.19299 2.15233 -0.177
C 3.10255 -3.41049 -0.69942 -0.241
C 3.35325 -2.13705 0.13279 -0.494
C 4.84910 -2.04828 0.51952 -0.149
C 5.80502 -1.72406 -0.62759 -0.225
C 5.16267 -0.90824 -1.75074 -0.220
C 3.91507 -0.09909 -1.32196 -0.495
N 2.93070 -1.02678 -0.74261 -0.219
O 1.75508 -0.40212 -0.34883 -0.327
C 3.33016 0.50490 -2.61832 -0.030
C 4.33897 1.05911 -0.39878 -0.013
C 2.58333 -2.30046 1.46613 -0.034
H 2.03728 -3.51541 -0.95274 -0.029
H 3.40565 -4.34996 -0.12891 -0.248
H 3.66131 -3.40458 -1.63663 -0.072
H 4.97332 -1.28362 1.29488 0.107
H 5.17420 -2.98332 0.98916 0.078
H 6.66730 -1.18271 -0.22210 0.120
H 6.20465 -2.64487 -1.04473 0.007
H 5.91868 -0.24818 -2.18941 0.131
H 4.86555 -1.60628 -2.59143 -0.073
H 2.96902 -0.28193 -3.29055 0.081
H 4.08977 1.07579 -3.16080 0.097
H 2.49705 1.18558 -2.41683 0.079
H 5.06257 1.70550 -0.90548 0.099
H 4.80813 0.71818 0.52759 0.076
H 3.48795 1.69088 -0.12370 0.068
H 2.93690 -3.18201 2.01088 0.101
H 1.50894 -2.44124 1.31084 0.069
H 2.72694 -1.43494 2.12085 0.023
O -5.06133 3.79941 -3.27842 -0.057
H -5.32255 4.69619 -3.52414 0.049
H -5.34910 3.71645 -2.36123 -0.013
Mg 0.94641 -2.20791 -1.67996 1.079
Br 5.37196 -3.49488 -3.09311 0.239
Al 1.51769 1.18419 2.92727 0.969
Br 4.56566 -5.48841 0.02129 0.404
Cl -6.02526 2.48811 3.25608 0.326
Br -7.33107 5.31354 -0.26563 0.474
Mg -2.05877 2.29147 3.15509 0.669
Br -4.83288 4.38255 3.72299 0.230
```

The LUMO energy is -7.59 eV. The energy relative to the best compared isomer or geometry (same formula, charge and spin) comes out at 0.0 kJ/mol. As for the HOMO energy: -0.320 Eh. The calculation puts the total energy at -12670.61950 Eh. As for the charge: +1. The multiplicity is 1. For the frontier orbital gap, the calculation gives 1.1 eV.



Computed, not measured: a structure of composition C17H31AlBeBr2CaClFN3O16P, with wB97M-V/def2-TZVPD.

XYZ file:
```
75
Properties=species:S:1:pos:R:3:lowdin_charge:R:1
N -1.72509 2.58771 0.97470 -0.258
P -2.00747 1.14210 0.45449 0.773
O -2.10733 0.04238 1.78031 -0.169
C -2.10750 -1.26027 1.45316 -0.603
O -2.26004 -2.05765 2.35644 -0.125
N -1.88165 -1.62686 0.08494 -0.086
C -2.95109 -2.48124 -0.45948 -0.115
C -3.91232 -1.71956 -1.44317 -0.620
O -3.72832 -0.66110 -1.86337 0.063
Br -5.61572 -2.74730 -2.05292 0.269
C -0.55322 -2.30581 0.07529 -0.110
C 0.37297 -1.64105 -1.01009 -0.792
O -0.07513 -1.54040 -2.07371 0.081
Br 2.16489 -1.02593 -0.54733 0.721
H -2.50840 3.19089 0.71190 -0.014
H -0.93628 0.78278 -0.39855 0.040
H -3.26286 1.13086 -0.19552 0.032
H -2.48726 -3.28180 -1.08077 0.148
H -3.56558 -3.00608 0.30490 0.129
H -0.61390 -3.40542 -0.04279 0.150
H -0.05300 -2.12369 1.05314 0.117
C 5.10818 2.03918 -1.13989 -0.004
C 5.54144 0.58910 -1.56137 -0.366
O 6.00792 0.00514 -0.49518 0.081
H 5.95292 2.61738 -0.76773 0.076
H 4.70312 2.56314 -2.00830 0.098
H 4.33288 2.02605 -0.37267 0.078
H 6.21640 0.72153 -2.42203 0.126
H 4.63513 0.14825 -2.04305 0.122
C -2.66616 -0.19703 -5.61706 -0.045
C -3.68026 0.57922 -4.80080 -0.243
O -4.28425 1.61605 -5.57884 0.044
C -5.23761 1.22366 -6.43011 -0.613
O -5.63675 0.09009 -6.58351 0.044
O -5.65627 2.29114 -7.09812 0.022
C -6.62024 2.00944 -8.12005 -0.022
H -1.93601 0.47987 -6.06257 0.092
H -2.14204 -0.92243 -4.99170 0.077
H -3.14645 -0.73378 -6.43591 0.081
H -3.17761 1.06950 -3.96727 0.119
H -4.44441 -0.07856 -4.37662 0.020
H -7.46027 1.43979 -7.72544 0.095
H -6.14533 1.47188 -8.94031 0.105
H -6.98958 2.96126 -8.49335 0.100
Ca -8.29603 -3.15731 -1.45157 0.878
Cl 3.33449 -2.97680 -2.16326 -0.198
N -1.57750 -4.26458 4.59527 0.311
H -1.90161 -3.42355 4.08958 0.033
H -2.20685 -5.04563 4.39667 0.158
H -0.62921 -4.50455 4.29400 0.159
H -1.57801 -4.07369 5.60138 0.154
C 8.35214 -2.10366 0.22230 -0.916
O 7.67738 -2.30669 1.22067 0.248
O 9.22327 -1.21603 0.10702 0.321
O 8.27722 -2.74940 -0.84438 0.322
Be -3.38445 -1.34550 4.01836 0.466
C 6.71553 2.94357 2.09354 -0.078
C 7.09944 3.45443 3.45515 -0.320
O 8.11006 4.39944 3.16384 0.144
C 7.82910 4.88522 1.91792 -0.535
O 8.29696 5.86841 1.46024 0.201
O 6.92808 4.08771 1.27029 0.053
F 7.62896 2.46854 4.21785 0.081
H 7.35956 2.12825 1.75534 0.146
H 5.67791 2.61553 2.04614 0.133
H 6.28778 3.94280 3.99960 0.175
O -0.28646 0.00617 7.38792 0.039
C -1.47538 -0.15386 7.06934 -0.342
C -2.45691 0.02749 8.49769 -0.284
O -3.64048 -0.15429 8.15610 0.036
H -1.76637 -1.13881 6.65102 0.060
H -1.90975 0.55575 6.34154 0.113
H -2.16916 1.01730 8.89030 0.139
H -2.00660 -0.67286 9.22227 0.133
Al -6.97355 -1.11586 -3.73182 0.451
```

The LUMO energy is -8.68 eV. As for the HOMO energy: -0.409 Eh. The calculation puts the total energy at -9017.37724 Eh. As for the charge: +2. The multiplicity is 1. For the frontier orbital gap, the calculation gives 2.4 eV.